Below is a structure of composition C31H32AsNO7S5SbTeW at a distorted geometry, with properties calculated with ωB97M-V with the def2-TZVPD basis set.

XYZ file:
```
80
Properties=species:S:1:pos:R:3:lowdin_charge:R:1
S 0.91841 -4.38822 -0.88523 -0.129
Te 1.43742 0.88237 0.24587 1.612
H 1.10937 1.87726 5.19763 0.123
H -3.69461 -2.36486 -6.27680 0.113
C -3.93113 -2.73721 -2.93268 -0.304
H 8.12643 0.43786 -1.12166 0.090
S -3.38246 -2.04185 -1.43192 0.600
H -0.37451 -1.82758 0.81467 0.025
C -4.55561 -3.96791 -2.86639 -0.063
C 0.11793 -1.08969 3.94824 0.002
C 5.45957 1.88855 -0.82643 -0.006
H -4.76293 -4.41077 -1.90189 0.123
C -3.19673 2.96586 2.60250 -0.068
C 3.23065 2.79043 -1.48114 -0.083
H -3.19516 2.86880 3.68037 0.105
H 2.45966 2.29403 -2.07541 0.065
C 4.35052 -0.10305 0.78898 -0.269
C -4.87600 -4.62869 -4.04720 -0.076
O -2.17081 0.79448 -3.40590 -0.625
C 0.20258 -2.10769 1.69177 -0.086
H 4.62176 -1.99674 1.72375 0.088
H 5.88467 2.64596 -1.47506 0.121
H -0.34519 -2.01944 4.25739 0.121
O -3.99081 -2.60172 -0.28490 -0.198
H -4.77300 -4.57546 -6.17909 0.116
H -0.63046 -1.21974 6.45282 0.077
As -3.07430 -0.28940 -4.55606 0.829
C 1.92638 2.61156 2.78301 -0.078
S 1.04659 -0.76438 -1.43758 0.084
S -1.38430 -5.19338 -3.78521 -0.106
C 0.33179 -0.09618 4.89219 -0.254
Sb 0.26073 -3.94456 -2.99286 0.320
C -4.54440 -4.05685 -5.25736 -0.061
C -3.62151 -2.12488 -4.15547 -0.280
H -1.86356 1.30623 2.28667 0.114
H -0.69994 0.53123 6.67183 0.083
C 6.30070 1.01208 -0.15468 -0.250
H -0.35552 -2.87377 2.22702 0.090
O -2.79501 0.11497 -6.09613 -0.424
H -4.55321 4.62498 2.60228 0.104
H 3.48464 -0.95331 2.58161 0.089
C -1.60831 1.35608 -0.37093 -0.658
C 0.93132 1.08513 4.47815 -0.013
C -3.92369 -2.81109 -5.31694 -0.080
S -0.50052 -1.27998 -4.04485 0.126
C 1.30432 1.28948 3.15712 -0.313
N -0.90272 1.63496 -1.42634 -0.088
H 3.00506 -1.75459 1.08840 0.058
O -1.48846 0.07790 0.01121 -0.289
C -0.07434 -0.29256 6.32543 -0.041
C 4.07716 1.81617 -0.70137 -0.308
C -3.95919 3.95469 1.99437 -0.076
H 8.30628 0.79167 0.59262 0.080
H 2.72785 3.51140 -0.83159 0.080
C 1.07905 0.25621 2.23090 -0.359
C 5.72698 0.02372 0.63365 -0.004
H -5.36191 -5.59386 -4.01383 0.115
C -2.44506 2.09757 1.82772 -0.010
W -1.28822 -0.26548 -2.04979 1.308
C 0.47159 -0.94925 2.60621 -0.275
H 1.25848 3.21266 2.15828 0.078
H 0.80111 -0.33193 6.97618 0.086
H 2.87212 2.49097 2.24931 0.068
C -3.20077 3.23831 -0.16935 -0.006
H 3.85511 3.35166 -2.17335 0.083
C 7.79109 1.09653 -0.31781 -0.042
H -4.87302 1.07271 -4.68853 0.050
C 3.83247 -1.25813 1.59393 -0.034
C -3.96879 4.08658 0.61157 -0.067
O -1.85947 -2.21203 -1.50281 -0.570
H 6.36907 -0.69354 1.13313 0.123
H -3.18693 3.32708 -1.24800 0.123
C -2.44630 2.24450 0.44338 -0.156
C 3.53769 0.83385 0.14086 -0.374
H 8.10451 2.10922 -0.56866 0.079
H 1.11914 -2.56844 1.32413 0.021
H 2.13463 3.19186 3.68019 0.084
O -3.43926 -0.55224 -1.65244 -0.393
H -4.57356 4.85285 0.14513 0.106
O -4.70312 0.29006 -4.14678 -0.242
```

2S+1: 2

---

Below is a structure of composition C20H33BCl2F4N2O6P2PtS at a distorted geometry, with properties calculated with ωB97M-V with the def2-TZVPD basis set.

XYZ file:
```
72
Properties=species:S:1:pos:R:3:lowdin_charge:R:1
C -4.68460 -0.35281 -0.96910 -0.048
H -3.89064 -5.76550 1.22192 0.083
B 5.30799 -0.74652 1.49535 -1.237
C 2.66433 -0.68588 -1.22402 -0.056
H 4.05626 3.39019 0.82969 0.083
O 0.89081 0.49424 1.73444 -0.276
H -1.16074 1.98803 -2.96526 0.072
H 3.83619 5.09333 0.34049 0.079
H -4.54142 -0.52392 -2.03716 0.073
C -0.64933 1.04468 -3.17498 -0.039
C 2.16207 -4.20916 -0.85077 -0.982
Pt 1.30583 -2.08455 1.35536 0.536
F 5.27782 0.64170 1.82393 0.052
Cl -2.31999 -4.52519 -0.70571 0.637
C 2.00297 4.01195 0.66004 -0.478
C -1.11988 -3.73659 1.60905 -0.497
C -2.18514 -4.51621 1.02888 -0.606
C 3.46116 4.29189 0.98094 -0.039
H 3.41340 0.83135 0.07218 0.122
H -1.93151 -4.58540 4.85850 0.086
H -2.42918 -0.06288 -2.71337 0.113
H -5.68124 -0.70087 -0.69435 0.081
C 2.84143 0.76208 -0.84898 -0.393
H -0.63438 2.79974 -0.67857 0.068
H -4.82596 2.44239 1.07701 0.079
H -3.80032 -5.77452 3.72297 0.080
F 5.81512 -0.87160 0.17747 0.070
H -1.17623 2.84586 1.03443 0.076
H 2.21237 -0.78977 -2.21515 0.073
C -2.02075 -4.56285 3.77880 -0.162
H -3.95862 -0.95552 -0.41971 0.083
H 1.91735 3.77137 -0.40352 0.123
C -5.04779 1.41271 0.79040 -0.063
C 1.11082 5.20293 0.98629 -0.050
C -4.51151 1.11702 -0.60595 -0.434
H 2.94118 1.51032 -2.86700 0.076
C -1.07836 -3.87340 3.05019 -0.601
H 0.37276 1.09995 -2.79597 0.067
O 1.53132 1.42602 -0.64912 -0.221
C -0.81450 -1.47190 -2.94615 -0.024
O -2.28157 0.15695 1.23233 -0.231
F 3.99644 -1.27241 1.55871 0.043
H -1.30603 -1.80773 -3.86105 0.079
C -1.35984 -0.12240 -2.50568 -0.423
O -3.13607 1.55230 -0.76457 -0.204
C -3.11606 -5.22446 1.75119 -0.166
Cl 0.19506 -3.07610 3.90310 0.651
S 2.62809 -4.26485 0.74791 0.436
H -6.13032 1.26707 0.79363 0.075
H 3.63849 2.60960 -1.65457 0.064
C 3.52303 1.56084 -1.94219 -0.038
F 6.15175 -1.41183 2.39746 0.086
N 1.87287 -4.21116 -1.97879 -0.011
H 1.15544 5.40602 2.05838 0.084
H -0.62769 0.88780 -4.25481 0.082
H 0.26222 -1.42008 -3.11526 0.069
P 0.87750 1.59706 0.77906 0.482
H -4.58646 0.74158 1.51189 0.071
H 3.63760 -1.17336 -1.20928 0.091
O 1.59705 2.88235 1.43439 -0.171
H 0.07364 4.99906 0.71678 0.063
N -0.37609 -2.95056 0.85504 -0.127
C -3.05800 -5.24074 3.14379 -0.134
H -0.98682 -2.20555 -2.15683 0.060
P -1.89876 0.82953 -0.00461 0.448
H 1.44980 6.08563 0.44045 0.077
H 4.51048 1.13416 -2.12177 0.091
H -5.04438 1.74585 -1.32311 0.130
H 2.04890 -1.22619 -0.47837 0.007
H 3.56361 4.58858 2.02699 0.085
O -1.17131 -0.04699 -1.08224 -0.174
C -0.76171 2.22734 0.23855 -0.209
```

2S+1: 3
Total charge: -2

---

Relative energy (zero: lowest compared OMol25 entry of this formula, charge and spin) for every record listed, in sequence, given in kJ/mol: 135.81; 0.00.